Here is a molecular structure, HO3STl at a distorted geometry from the Open Molecules 2025 dataset. Energies are from wB97M-V/def2-TZVPD.

Computed properties:
Net charge ... +1
Electronic energy ... -21673.67924 eV
Molar mass ... 285.5 g mol⁻¹
Highest occupied orbital energy (spin up / spin down) ... -13.060 / -15.780 eV
Kohn-Sham gap (spin up / spin down) ... 3.6752 / 6.4181 eV
E_LUMO (spin up / spin down) ... -9.385 / -9.362 eV
Multiplicity ... 2

Last column: Löwdin charge in e.
Cartesian coordinates (Å):
S -1.738 0.378 1.000  1.253
H 1.948 0.827 -1.212  0.016
O -1.573 0.117 -0.523  -0.479
O -0.708 -0.644 1.559  -0.475
Tl 0.239 -0.797 -0.244  1.042
O 1.831 0.118 -0.581  -0.358


Here is a molecular structure, HO3SY at a distorted geometry from the Open Molecules 2025 dataset. Energies are from wB97M-V/def2-TZVPD.

Computed properties:
Net charge ... +1
Electronic energy ... -18027.54664 eV
Energy relative to the best compared isomer or geometry (same formula, charge and spin) ... 78.80 kcal/mol
Molar mass ... 170.0 g mol⁻¹
Highest occupied orbital energy (spin up / spin down) ... -11.252 / -14.138 eV
Kohn-Sham gap (spin up / spin down) ... 5.1142 / 7.8000 eV
E_LUMO (spin up / spin down) ... -6.138 / -6.338 eV
Multiplicity ... 2

Last column: natural (NBO) charge in e.
Cartesian coordinates (Å):
O 0.623 -1.160 0.651  -1.069
S -1.000 0.425 0.612  1.557
Y 0.535 0.200 -1.801  2.085
O 0.031 1.444 0.054  -1.025
O -1.474 -0.103 -0.771  -1.016
H 1.286 -0.806 1.254  0.467


Here is HO4PS in the gas phase at a distorted geometry from the Open Molecules 2025 dataset. Energies are from wB97M-V/def2-TZVPD.

Computed properties:
Electronic energy ... -28330.57944 eV
Structure (SMILES) ... O=[S@]12=[P@](O)(O1)O2
Energy relative to the best compared isomer or geometry (same formula, charge and spin) ... 0.00 kcal/mol
Molar mass ... 128.0 g mol⁻¹
Highest occupied orbital energy ... -10.107 eV
Kohn-Sham gap ... 10.2617 eV
E_LUMO ... 0.155 eV
Multiplicity ... 1

Last column: natural (NBO) charge in e.
Cartesian coordinates (Å):
P -0.769 0.855 0.014  1.549
H -2.148 -0.122 1.506  0.515
O 2.276 -0.593 -1.334  -0.858
O 0.907 0.871 0.342  -0.973
S 1.218 -0.604 -0.434  1.747
O -1.243 -0.251 1.143  -1.005
O -0.241 -0.156 -1.236  -0.975


Here is a molecular structure, HO5S2 at a distorted geometry from the Open Molecules 2025 dataset. Energies are from wB97M-V/def2-TZVPD.

Computed properties:
Net charge ... -1
Electronic energy ... -31925.40650 eV
Energy relative to the best compared isomer or geometry (same formula, charge and spin) ... 8.92 kcal/mol
Molar mass ... 145.1 g mol⁻¹
Highest occupied orbital energy ... -5.333 eV
Kohn-Sham gap ... 8.8158 eV
E_LUMO ... 3.483 eV
Multiplicity ... 1

Last column: natural (NBO) charge in e.
Cartesian coordinates (Å):
O -1.810 -1.442 1.281  -0.962
H -0.494 0.298 0.252  0.448
S 1.297 1.637 -0.893  1.702
O 0.207 2.548 -1.165  -0.940
O 0.125 -0.177 -0.259  -1.064
S -1.112 -1.892 0.105  1.692
O 2.002 2.038 0.304  -0.929
O -0.214 -3.010 0.376  -0.947


Here is HS in the gas phase from the Open Molecules 2025 dataset. Energies are from wB97M-V/def2-TZVPD.

Computed properties:
Electronic energy ... -10849.91459 eV
Molar mass ... 33.1 g mol⁻¹
Highest occupied orbital energy (spin up / spin down) ... -10.180 / -9.719 eV
Kohn-Sham gap (spin up / spin down) ... 11.3276 / 7.1962 eV
E_LUMO (spin up / spin down) ... 1.148 / -2.522 eV
Multiplicity ... 2

Last column: natural (NBO) charge in e.
Cartesian coordinates (Å):
S -0.060 0.007 -0.048  -0.094
H 0.983 -0.119 0.791  0.094


Here is a molecular structure, HfN7O21 at a distorted geometry from the Open Molecules 2025 dataset. Energies are from wB97M-V/def2-TZVPD.

Computed properties:
Net charge ... -3
Electronic energy ... -54712.61033 eV
Molar mass ... 612.5 g mol⁻¹
Highest occupied orbital energy ... -0.888 eV
Kohn-Sham gap ... 8.2628 eV
E_LUMO ... 7.375 eV
Multiplicity ... 1

Last column: natural (NBO) charge in e.
Cartesian coordinates (Å):
O 0.540 2.134 -1.096  -0.599
O 0.796 -4.337 -0.964  -0.526
Hf 0.168 -0.133 -0.108  2.511
O 0.978 4.147 -0.477  -0.512
O -2.613 2.706 0.242  -0.465
O 1.412 -1.775 1.211  -0.531
N -2.403 2.000 1.212  0.746
O -1.388 1.259 1.057  -0.604
O 0.739 -3.029 2.880  -0.441
O 0.714 2.110 3.266  -0.445
O -2.282 -0.981 -0.290  -0.458
O -0.076 -2.353 -0.996  -0.587
O 2.562 0.994 3.406  -0.511
O 2.465 -0.410 -0.984  -0.558
N -0.142 -3.562 -1.198  0.754
N 1.581 1.424 2.822  0.746
O -1.183 -4.017 -1.556  -0.481
O -1.684 0.111 -1.707  -0.561
N -2.637 -0.531 -1.297  0.765
N 0.581 3.371 -1.310  0.764
O 1.483 1.185 1.580  -0.613
O 3.170 -0.770 -3.012  -0.437
O -0.340 -1.356 1.985  -0.503
O 0.341 3.848 -2.354  -0.491
O -3.675 -0.734 -1.898  -0.484
N 0.578 -2.139 2.067  0.749
O -3.176 1.782 2.152  -0.494
N 2.329 -0.559 -2.212  0.760
O 1.161 -0.384 -2.424  -0.495